No. 1
Here is one molecule with the formula C2H6N2O at a distorted geometry from OMol25. Energies are from the ωB97M-V functional and the def2-TZVPD basis.

Structure (ORCA input):
```
! RIJCOSX wB97M-V def2-TZVPD def2/J DEFGRID3
* xyz 0 1
N 0.97560 1.52239 0.30668
C -0.33321 0.97834 -0.01812
C -0.30887 -0.52844 -0.03685
N -0.44197 -1.23019 -1.17022
O -0.00646 -1.02863 1.05005
H 1.15328 1.44028 1.28991
H 1.09417 2.46280 -0.01734
H -0.83458 1.29525 -0.94641
H -0.99037 1.26475 0.81064
H 0.04201 -0.92236 -1.99952
H -0.37609 -2.23570 -1.08730
*
```

Properties
Relative energy (zero: lowest compared OMol25 entry of this formula, charge and spin): 20.2 kcal/mol
SMILES: NCC(N)=O
M: 74.1 g/mol
HOMO energy: -9.26 eV
HOMO-LUMO gap: 10.22 eV

Here are the Mulliken charges for atoms 1 to 8, given in e:
1. N -0.607
2. C -0.321
3. C 0.426
4. N -0.446
5. O -0.585
6. H 0.228
7. H 0.203
8. H 0.389


No. 2
Here is a 2-piece molecular cluster, C2H6N2O2 overall at a distorted geometry from OMol25. Energies are from the ωB97M-V functional and the def2-TZVPD basis.

Structure (ORCA input):
```
! RIJCOSX wB97M-V def2-TZVPD def2/J DEFGRID3
* xyz 0 1
C 1.51334 0.25887 -0.93334
C 1.08162 -0.39878 0.41678
N -1.92883 -0.32374 0.74108
N -1.26463 0.57990 0.16265
O -3.04663 -0.35109 1.16173
O 0.59116 -1.47017 0.64873
H 2.61702 0.19753 -0.98533
H 1.37804 1.31460 -1.07068
H 1.04677 -0.11561 -1.85211
H 1.22434 0.19134 1.25123
H -1.78508 1.33533 -0.10381
H -1.42711 -1.21818 0.56307
*
```

Properties
Relative energy (zero: lowest compared OMol25 entry of this formula, charge and spin): 108.4 kcal/mol
SMILES: [H]/N=[NH+]\[O-].CC=O
M: 90.1 g/mol
HOMO energy: -10.07 eV
HOMO-LUMO gap: 10.62 eV

Here are the Mulliken charges for atoms 1 to 8, given in e:
1. C -1.007
2. C 0.212
3. N 0.583
4. N -0.467
5. O -0.599
6. O -0.574
7. H 0.320
8. H 0.322


No. 3
Here is a 2-piece molecular cluster, C2H6N2O2 overall at a distorted geometry from OMol25. Energies are from the ωB97M-V functional and the def2-TZVPD basis.

Structure (ORCA input):
```
! RIJCOSX wB97M-V def2-TZVPD def2/J DEFGRID3
* xyz 0 1
O 3.05028 0.97935 -0.37104
C 1.94468 1.42296 -0.63409
N 1.70320 2.70804 -0.31357
H 1.09870 1.02601 -1.24598
H 2.40484 3.27384 0.17029
H 0.77478 3.09467 -0.50080
O -0.65339 -0.88741 0.15933
C -1.30573 -1.98646 0.15507
N -2.34924 -2.21415 0.88589
H -1.02315 -2.88180 -0.45005
H -2.76120 -1.47115 1.45577
H -2.88377 -3.06391 0.68918
*
```

Properties
Relative energy (zero: lowest compared OMol25 entry of this formula, charge and spin): 19.1 kcal/mol
SMILES: NC=O.NC=O
M: 90.1 g/mol
HOMO energy: -9.51 eV
HOMO-LUMO gap: 10.26 eV

Here are the Mulliken charges for atoms 1 to 8, given in e:
1. O -0.602
2. C 0.310
3. N -0.361
4. H 0.224
5. H 0.221
6. H 0.210
7. O -0.608
8. C 0.163


No. 4
Here is a 2-piece molecular cluster, C2H6N2O2 overall at a distorted geometry from OMol25. Energies are from the ωB97M-V functional and the def2-TZVPD basis.

Structure (ORCA input):
```
! RIJCOSX wB97M-V def2-TZVPD def2/J DEFGRID3
* xyz 0 1
O 1.38764 -0.54182 0.55038
C 1.32606 -0.32487 1.74361
N 0.52730 0.56719 2.24012
H 1.98043 -0.80737 2.50956
H -0.09250 1.02555 1.56761
H 0.53479 0.86958 3.21738
O -0.77580 0.74665 -3.42102
C -0.79831 -0.19755 -2.59885
N -1.14311 -0.05748 -1.32854
H -0.66949 -1.28067 -2.83957
H -1.03624 0.87466 -0.92083
H -1.24077 -0.87388 -0.71986
*
```

Properties
Relative energy (zero: lowest compared OMol25 entry of this formula, charge and spin): 17.2 kcal/mol
SMILES: NC=O.NC=O
M: 90.1 g/mol
HOMO energy: -9.68 eV
HOMO-LUMO gap: 10.24 eV

Here are the Mulliken charges for atoms 1 to 8, given in e:
1. O -0.551
2. C 0.127
3. N -0.275
4. H 0.293
5. H 0.200
6. H 0.214
7. O -0.599
8. C 0.184


No. 5
Here is one molecule with the formula C2H6N2O2S at a distorted geometry from OMol25. Energies are from the ωB97M-V functional and the def2-TZVPD basis.

Structure (ORCA input):
```
! RIJCOSX wB97M-V def2-TZVPD def2/J DEFGRID3
* xyz 0 1
C 0.43350 1.14065 0.33256
C 1.66434 1.11952 -0.43090
N -1.12973 -0.52817 1.32670
N -0.69520 -1.20233 -1.15424
O -2.00642 0.93633 -0.36643
O 1.49992 0.03756 0.53888
S -0.86549 0.14166 -0.13949
H 1.62183 0.66973 -1.39761
H 2.39273 1.86372 -0.35507
H -1.18719 0.17515 1.91648
H -0.37651 -1.04843 1.56124
H -1.52119 -1.78332 -1.09517
H 0.16940 -1.52207 -0.73695
*
```

Properties
Relative energy (zero: lowest compared OMol25 entry of this formula, charge and spin): 138.0 kcal/mol
SMILES: NS(N)(=O)=C1CO1
M: 122.1 g/mol
HOMO energy: -8.69 eV
HOMO-LUMO gap: 9.10 eV

Here are the Mulliken charges for atoms 1 to 8, given in e:
1. C -0.276
2. C -0.253
3. N -0.535
4. N -0.572
5. O -0.660
6. O -0.440
7. S 0.996
8. H 0.216


No. 6
Here is C2H6N2O2S as an isolated structure at a distorted geometry from OMol25. Energies are from the ωB97M-V functional and the def2-TZVPD basis.

Structure (ORCA input):
```
! RIJCOSX wB97M-V def2-TZVPD def2/J DEFGRID3
* xyz 0 1
C -0.69752 -0.40802 -0.17854
C 1.17591 -0.00942 0.22720
N -0.88576 -1.57062 -0.47196
N 1.75762 -1.15642 -0.24331
O -1.16053 2.00594 -0.96387
O -1.28004 1.58214 1.47055
S -1.78652 1.04048 -0.04631
H 1.20676 0.26972 1.38303
H 1.17613 0.88798 -0.41303
H -1.71230 -1.91688 -0.93238
H -1.03355 2.44375 1.34009
H 1.99893 -1.13709 -1.23146
H 1.24087 -2.03155 0.05998
*
```

Properties
Relative energy (zero: lowest compared OMol25 entry of this formula, charge and spin): 86.7 kcal/mol
M: 122.1 g/mol
HOMO energy: -8.15 eV
HOMO-LUMO gap: 8.62 eV

Here are the Mulliken charges for atoms 1 to 8, given in e:
1. C 0.365
2. C -0.483
3. N -0.491
4. N -0.523
5. O -0.582
6. O -0.464
7. S 0.518
8. H 0.243


No. 7
Here is a 3-piece molecular cluster, C2H6N2O3 overall at a distorted geometry from OMol25. Energies are from the ωB97M-V functional and the def2-TZVPD basis.

Structure (ORCA input):
```
! RIJCOSX wB97M-V def2-TZVPD def2/J DEFGRID3
* xyz -2 1
C 1.33071 1.43127 1.56290
C 0.98306 0.58682 0.60945
N 0.18962 0.93078 -0.36696
N -9.38265 -0.67548 -0.61590
O -9.41342 -1.77526 -1.22376
O -9.70819 -0.66323 0.60570
O -2.13594 -0.59989 -0.81510
H 2.02303 1.31636 2.41156
H -2.89452 0.00147 -0.90659
H 0.77030 2.40288 1.58734
H 1.49671 -0.36244 0.59162
H 0.11064 1.98604 -0.31723
H -1.29842 -0.11972 -0.68907
*
```

Properties
Relative energy (zero: lowest compared OMol25 entry of this formula, charge and spin): 8.7 kcal/mol
M: 106.1 g/mol
HOMO energy: -0.36 eV
HOMO-LUMO gap: 6.61 eV

Here are the Mulliken charges for atoms 1 to 8, given in e:
1. C -0.991
2. C 0.183
3. N -0.873
4. N 0.021
5. O -0.508
6. O -0.514
7. O -0.772
8. H 0.230


No. 8
Here is a 2-piece molecular cluster, C2H6N2O3 overall at a distorted geometry from OMol25. Energies are from the ωB97M-V functional and the def2-TZVPD basis.

Structure (ORCA input):
```
! RIJCOSX wB97M-V def2-TZVPD def2/J DEFGRID3
* xyz 0 1
O 1.22192 -0.26130 -0.15015
C 1.10923 -0.07886 1.05945
N -0.08312 0.03788 1.77205
C -1.29234 -0.55501 1.36778
N -1.22770 -1.73491 0.74720
O -2.30182 -0.02698 1.74222
H 2.05796 -0.00757 1.61259
H -0.00719 0.62595 2.64092
H -0.26696 -1.95758 0.39578
H -2.12711 -2.24448 0.49821
H 1.54184 1.59758 -3.94560
H 0.26292 2.16497 -3.73900
O 1.11237 2.44031 -4.00146
*
```

Properties
Relative energy (zero: lowest compared OMol25 entry of this formula, charge and spin): 25.9 kcal/mol
SMILES: NC(=O)NC=O.O
M: 106.1 g/mol
HOMO energy: -10.33 eV
HOMO-LUMO gap: 10.87 eV

Here are the Mulliken charges for atoms 1 to 8, given in e:
1. O -0.522
2. C -0.024
3. N -0.104
4. C 0.476
5. N -0.365
6. O -0.599
7. H 0.365
8. H 0.286


No. 9
Here is a 2-piece molecular cluster, C2H6N2O3 overall at a distorted geometry from OMol25. Energies are from the ωB97M-V functional and the def2-TZVPD basis.

Structure (ORCA input):
```
! RIJCOSX wB97M-V def2-TZVPD def2/J DEFGRID3
* xyz 0 1
C -1.33342 -0.49035 -0.79953
C -1.72838 0.78897 -1.47285
N 1.17384 -0.33974 1.55897
N 2.52953 -0.11192 1.29090
O 0.37123 0.21956 0.88354
O -0.73585 -1.35311 -1.33751
O 0.98886 -1.11754 2.45347
H -1.73740 -0.47966 0.27668
H -1.51889 1.70630 -0.82723
H -2.75444 0.84405 -1.55345
H -1.12992 0.94867 -2.31386
H 2.63210 0.21299 0.34657
H 3.24274 -0.82821 1.49432
*
```

Properties
Relative energy (zero: lowest compared OMol25 entry of this formula, charge and spin): 129.0 kcal/mol
SMILES: N[N+](=O)[O-].CC=O
M: 106.1 g/mol
HOMO energy: -9.52 eV
HOMO-LUMO gap: 10.00 eV

Here are the Mulliken charges for atoms 1 to 8, given in e:
1. C 0.371
2. C -1.027
3. N 1.161
4. N -0.546
5. O -0.581
6. O -0.491
7. O -0.601
8. H 0.224